(i)
2 unconnected molecules or ions with the total composition C6H10N4. Source: the Open Molecules 2025 dataset; level of theory: wB97M-V/def2-TZVPD.

Structure (ORCA input):
```
! RIJCOSX wB97M-V def2-TZVPD def2/J DEFGRID3
* xyz 2 1
C 3.6491 -1.5410 -1.0194
C 2.6170 -1.4660 -0.0587
C 4.3052 -0.3549 -1.2980
C 2.1401 1.8514 1.0129
C 2.2991 -0.2619 0.5526
C 3.9921 0.9629 -0.5894
N 1.1943 1.2134 1.6508
N 2.9037 1.0416 0.2414
N 1.2940 -0.0831 1.4202
N -6.8784 -0.6898 -1.2008
H 3.9425 -2.6017 -1.4290
H 2.1616 -2.3187 0.3430
H 5.1132 -0.3489 -1.9261
H 2.2762 2.9400 1.2505
H 4.9067 1.4400 -0.1880
H 3.7688 1.4892 -1.5267
H -7.3946 -0.4928 -0.1919
H -5.9150 -0.4447 -1.0633
H -7.0798 0.0149 -1.9576
H -7.2147 -1.6451 -1.4419
*
```

Kohn-Sham gap (alpha / beta) in eV: 7.8 / 7.8
E_HOMO (alpha / beta) in eV: -16.161 / -16.161

These are the Mulliken partial charges, in e, on atoms 1 to 5: atom 1 (C): -0.28, atom 2 (C): -0.11, atom 3 (C): -0.53, atom 4 (C): 0.01, atom 5 (C): 0.31



(ii)
A gas-phase ion, C6H10N4 (charge +2). Source: the Open Molecules 2025 dataset; level of theory: wB97M-V/def2-TZVPD.

Structure (ORCA input):
```
! RIJCOSX wB97M-V def2-TZVPD def2/J DEFGRID3
* xyz 2 1
C 1.7338 -1.4458 0.3649
C -0.8385 1.6030 -0.1597
C -1.6371 -0.7840 -0.3077
C 1.1544 -0.4987 1.0622
C 2.3639 0.3657 -0.7817
C 1.4294 0.8149 0.5198
N 2.4355 -0.9049 -0.7374
N -1.7224 0.5198 -0.0928
N 0.3981 1.7211 0.1414
N -2.6499 -1.5880 -0.2985
H 1.7163 -2.5600 0.4529
H -1.2446 2.3939 -0.6813
H -0.6191 -1.1601 -0.3169
H 0.6531 -0.6794 1.9787
H 2.7267 1.0823 -1.6643
H 2.1765 1.2533 1.1754
H -2.6187 1.0201 0.0254
H 0.8475 2.6623 0.1666
H -2.7198 -2.5213 -0.7095
H -3.5849 -1.2940 -0.1374
*
```

Kohn-Sham gap in eV: 7.7
SMILES: [NH2+]=CN/C=[NH+]\[C@H]1C=CN=C1
E_HOMO in eV: -17.325

These are the Mulliken partial charges, in e, on atoms 1 to 5: atom 1 (C): -0.09, atom 2 (C): -0.08, atom 3 (C): 0.27, atom 4 (C): -1.45, atom 5 (C): -0.12



Most stable: (i) (next structure +27.6 kcal/mol)



(i)
2 unconnected molecules or ions with the total composition C4H13N2O2. Source: the Open Molecules 2025 dataset; level of theory: wB97M-V/def2-TZVPD.

Structure (ORCA input):
```
! RIJCOSX wB97M-V def2-TZVPD def2/J DEFGRID3
* xyz 0 2
C 0.0750 -0.6522 0.2111
N 1.4684 -0.6721 -0.1562
C 1.8716 0.0071 -1.3793
O 1.0144 0.0506 -2.3864
C -0.2348 0.4094 1.2929
C -0.4595 -0.2614 2.6392
N -1.3918 1.2544 1.0131
H -0.3152 -1.6371 0.4557
H -0.4996 -0.4186 -0.6888
H 1.9727 -1.5244 -0.0164
H 2.8358 -0.4841 -1.6253
H 2.1578 1.0357 -1.0696
H 0.6630 1.0341 1.3494
H -1.5181 -0.5940 2.7047
H 0.1278 -1.1738 2.7461
H -0.3022 0.3420 3.5334
H -1.3949 1.5382 0.0460
H -2.2289 0.7013 1.1437
H -1.6120 -0.3391 -3.4576
H -0.6687 0.7702 -3.0120
O -1.5609 0.6136 -3.3435
*
```

Kohn-Sham gap (alpha / beta) in eV: 9.8 / 6.6
<S²>: 0.755
E_HOMO (alpha / beta) in eV: -9.032 / -9.015

These are the Mulliken partial charges, in e, on atoms 1 to 5: atom 1 (C): -0.67, atom 2 (N): -0.24, atom 3 (C): -0.40, atom 4 (O): -0.43, atom 5 (C): 0.50



(ii)
A molecular structure, C4H13N2O2. Source: the Open Molecules 2025 dataset; level of theory: wB97M-V/def2-TZVPD.

Structure (ORCA input):
```
! RIJCOSX wB97M-V def2-TZVPD def2/J DEFGRID3
* xyz 0 2
O -0.7257 0.9203 -0.1852
C -0.1558 1.6606 0.6703
N -0.6015 2.8718 1.1095
C 0.9019 1.1665 1.5481
N 1.5751 -0.0352 1.2329
C 0.6919 -1.7599 -2.4541
C 0.8183 -0.4483 -2.6596
H -0.0864 3.1965 1.9109
H -1.5181 3.2651 0.9463
H -0.0393 -1.8614 0.2956
H 1.1213 1.7590 2.4447
H 1.2360 -0.7313 1.9127
H 1.2176 -0.3987 0.3513
H 0.1346 -2.2296 -1.6345
H 1.3476 -2.5396 -2.8567
H 0.2612 0.2222 -1.9983
H 1.5592 -0.1111 -3.3694
H -1.9662 -0.9522 0.6589
H -2.3575 0.1131 0.5256
H -2.1644 -2.2371 0.9155
O -1.2497 -1.8710 0.6358
*
```

Kohn-Sham gap (alpha / beta) in eV: 7.0 / 7.0
<S²>: 0.758
E_HOMO (alpha / beta) in eV: -7.476 / -7.504

These are the Mulliken partial charges, in e, on atoms 1 to 5: atom 1 (O): -0.60, atom 2 (C): 0.72, atom 3 (N): -0.38, atom 4 (C): -0.51, atom 5 (N): -0.63



Most stable: (i) (next structure +132.3 kcal/mol)



(i)
2 unconnected molecules or ions with the total composition C2H7NO3. Source: the Open Molecules 2025 dataset; level of theory: wB97M-V/def2-TZVPD.

Structure (ORCA input):
```
! RIJCOSX wB97M-V def2-TZVPD def2/J DEFGRID3
* xyz 0 1
C 1.4350 1.5775 0.5303
N 0.0830 1.4836 1.1608
C -0.8396 0.7089 0.4942
O -0.5452 0.5922 -0.8614
O -1.6505 0.0071 1.0396
H 1.7710 0.5442 0.3379
H 1.3154 2.1966 -0.3744
H 2.1339 1.9533 1.2604
H 0.0929 1.2201 2.1366
H -0.0658 -0.2259 -0.9958
H -0.7205 -2.9290 -1.9290
H -1.9033 -3.7146 -1.6226
O -1.1063 -3.4140 -1.1767
*
```

Kohn-Sham gap in eV: 10.4
SMILES: CNC(=O)O.O
E_HOMO in eV: -10.005

These are the Mulliken partial charges, in e, on atoms 1 to 5: atom 1 (C): -0.69, atom 2 (N): -0.26, atom 3 (C): 0.56, atom 4 (O): -0.49, atom 5 (O): -0.53



(ii)
2 unconnected molecules or ions with the total composition C2H7NO3. Source: the Open Molecules 2025 dataset; level of theory: wB97M-V/def2-TZVPD.

Structure (ORCA input):
```
! RIJCOSX wB97M-V def2-TZVPD def2/J DEFGRID3
* xyz 0 1
O -1.4184 0.0261 -0.6123
C -0.5318 -0.7875 -0.6021
O -0.6926 -2.0702 -0.1778
C 0.9201 -0.4675 -0.8376
N 1.2685 0.5906 0.0955
H -1.6099 -2.1529 0.0370
H 1.4996 -1.3766 -0.7039
H 1.0423 -0.2219 -1.9037
H 2.2527 0.5907 0.2988
H 1.0106 1.5084 -0.2449
H -0.5085 1.1822 1.5869
H -1.9421 1.4801 1.2073
O -1.2906 1.6987 1.8568
*
```

Kohn-Sham gap in eV: 10.9
SMILES: NCC(=O)O.O
E_HOMO in eV: -10.203

These are the Mulliken partial charges, in e, on atoms 1 to 5: atom 1 (O): -0.55, atom 2 (C): 0.47, atom 3 (O): -0.45, atom 4 (C): -0.24, atom 5 (N): -0.59



(iii)
2 unconnected molecules or ions with the total composition C2H7NO3. Source: the Open Molecules 2025 dataset; level of theory: wB97M-V/def2-TZVPD.

Structure (ORCA input):
```
! RIJCOSX wB97M-V def2-TZVPD def2/J DEFGRID3
* xyz 0 1
O 0.8452 -0.6582 -0.7241
C 1.2037 -0.2067 0.3385
N 0.6626 -0.4764 1.5630
C -0.5223 -1.3065 1.7192
O -1.5682 -0.5793 2.2992
H 1.9680 0.5902 0.3586
H 0.7554 0.3124 2.1760
H -0.7408 -1.6331 0.7003
H -0.3102 -2.2239 2.2799
H -1.5617 -0.7089 3.2558
H -0.8875 3.3192 -4.1011
H -0.7100 2.2447 -5.1347
O -0.2605 2.6365 -4.3767
*
```

Kohn-Sham gap in eV: 10.6
SMILES: O=CNCO.O
E_HOMO in eV: -9.941

These are the Mulliken partial charges, in e, on atoms 1 to 5: atom 1 (O): -0.54, atom 2 (C): 0.09, atom 3 (N): -0.19, atom 4 (C): -0.31, atom 5 (O): -0.53



(iv)
C2H7NO3 in the gas phase. Source: the Open Molecules 2025 dataset; level of theory: wB97M-V/def2-TZVPD.

Structure (ORCA input):
```
! RIJCOSX wB97M-V def2-TZVPD def2/J DEFGRID3
* xyz 0 1
C 1.3011 0.4603 1.5040
N -0.1219 -0.7234 -1.5064
O 0.2705 0.8732 0.6165
H 0.2736 -1.6026 -1.1799
H 0.5923 -0.0322 -1.2786
H 2.1656 1.1124 1.3577
H 1.5973 -0.5712 1.2907
H 0.9560 0.5470 2.5377
C -1.2197 -0.4206 -0.6210
O -1.9050 0.6861 -1.1428
O -0.7565 -0.1726 0.7055
H -1.2383 1.1068 -1.7034
H -1.9150 -1.2632 -0.5797
*
```

Kohn-Sham gap in eV: 10.9
SMILES: COO[C@H](N)O
E_HOMO in eV: -10.022

These are the Mulliken partial charges, in e, on atoms 1 to 5: atom 1 (C): -0.53, atom 2 (N): -0.73, atom 3 (O): -0.24, atom 4 (H): 0.27, atom 5 (H): 0.34



Most stable: (ii) (next structure +12.3 kcal/mol)



(i)
C4H4F2 in the gas phase. Source: the Open Molecules 2025 dataset; level of theory: wB97M-V/def2-TZVPD.

Structure (ORCA input):
```
! RIJCOSX wB97M-V def2-TZVPD def2/J DEFGRID3
* xyz 0 1
C -0.2148 -0.2686 -0.4011
C -0.1659 0.8554 -1.0198
C 0.1309 -1.0993 0.7666
C -0.4446 -1.7311 -0.4637
F 0.3970 -2.5331 -1.2162
F -1.7062 -2.2577 -0.5351
H -0.4276 0.9787 -2.0718
H 0.1235 1.7487 -0.5373
H 1.1120 -1.5123 1.2193
H -0.7477 -0.9119 1.4808
*
```

Kohn-Sham gap in eV: 11.3
SMILES: C=C1CC1(F)F
E_HOMO in eV: -10.362

These are the Mulliken partial charges, in e, on atoms 1 to 5: atom 1 (C): 0.09, atom 2 (C): -0.63, atom 3 (C): -0.65, atom 4 (C): 0.73, atom 5 (F): -0.27



(ii)
2 unconnected molecules or ions with the total composition C4H4F2. Source: the Open Molecules 2025 dataset; level of theory: wB97M-V/def2-TZVPD.

Structure (ORCA input):
```
! RIJCOSX wB97M-V def2-TZVPD def2/J DEFGRID3
* xyz 0 1
C -2.4967 0.7740 0.0696
C -1.3617 0.6938 0.4352
C 1.0246 -0.8322 -0.4627
C 0.7076 0.3542 0.3996
F 1.0528 1.5660 0.0128
F 1.0539 0.2107 1.6868
H -3.5641 0.6568 -0.0733
H 0.3657 -1.1176 -1.2689
H 1.1513 -1.6259 0.1906
H 2.0666 -0.6798 -0.9898
*
```

Kohn-Sham gap in eV: 10.5
E_HOMO in eV: -10.065

These are the Mulliken partial charges, in e, on atoms 1 to 5: atom 1 (C): 0.00, atom 2 (C): -0.73, atom 3 (C): -0.99, atom 4 (C): 0.83, atom 5 (F): -0.21



Most stable: (i) (next structure +41.1 kcal/mol)



(i)
17 unconnected molecules or ions with the total composition H35O17. Source: the Open Molecules 2025 dataset; level of theory: wB97M-V/def2-TZVPD.

Structure (ORCA input):
```
! RIJCOSX wB97M-V def2-TZVPD def2/J DEFGRID3
* xyz 1 1
O -4.1154 -1.0649 2.9182
H 0.1274 2.4578 -1.2480
H -1.4283 2.3258 -1.0073
O -0.6163 2.7582 -0.7205
H -4.0791 2.6445 -0.2703
H 0.7046 -5.0179 0.0935
O -1.3408 -1.1679 0.2804
H -0.9801 -2.0567 0.3176
H -3.5118 0.8314 0.3980
O 3.9899 2.2394 2.4308
H 3.3228 2.6981 2.9595
H -2.2489 0.0525 0.9195
O -3.0064 0.6025 1.2582
H 0.8768 -0.7295 2.3681
O 4.3765 -3.8045 -1.4635
H 4.4918 -2.9191 -1.7845
H 2.8696 2.0131 -1.4371
O 1.9817 3.8298 2.1237
H -1.1512 -3.7767 -3.1866
H 0.5374 3.9448 -2.9247
O 1.5717 1.4316 0.8184
H -4.2547 -0.8046 3.8470
H 1.0136 2.2283 0.9511
O -4.2886 1.7584 -0.5930
H 2.0933 -4.8256 0.5711
H -3.8680 1.6237 -1.4764
O 2.9425 1.1047 -1.7493
H 1.4863 4.4495 2.6537
H 2.1668 0.7184 -1.3273
O -2.5110 1.6826 -2.6148
H -1.5832 -2.2073 4.6569
H 2.5884 -2.7792 -3.5757
O 0.7459 3.0944 -3.3432
H -2.4418 2.3302 -3.3256
H 1.3262 3.4314 -4.0468
O -1.8727 -2.3678 3.7411
H -3.3806 -1.7408 2.9448
H -0.9494 -0.7032 -0.4651
O 2.3576 -2.6741 -2.6464
H 2.5965 4.0283 1.4189
H 4.0884 -4.0622 -0.5962
O 0.0760 -0.3115 2.0299
H -0.9679 -2.2505 3.4083
H 2.0514 1.5383 1.6565
O 1.1959 -4.8929 0.9136
H 2.7404 -1.8148 -2.4349
H 4.6192 1.9551 3.1035
O -2.0160 -3.3459 -3.1059
H -2.1862 -3.2654 -4.0535
H -3.6377 -0.3795 2.2922
H -2.9320 0.9035 -3.0013
H 0.4293 0.2866 1.3233
*
```

Kohn-Sham gap in eV: 9.9
E_HOMO in eV: -12.444

These are the Mulliken partial charges, in e, on atoms 1 to 5: atom 1 (O): -0.36, atom 2 (H): 0.30, atom 3 (H): 0.26, atom 4 (O): -0.57, atom 5 (H): 0.33



(ii)
A molecular structure, H35O17. Source: the Open Molecules 2025 dataset; level of theory: wB97M-V/def2-TZVPD.

Structure (ORCA input):
```
! RIJCOSX wB97M-V def2-TZVPD def2/J DEFGRID3
* xyz 1 1
O 3.9217 -1.5830 2.8654
H 0.1405 -1.6374 4.6563
H 2.4496 -1.3474 1.4769
O -0.0497 -1.4172 3.7778
H -2.7029 1.5445 2.9768
H -1.7855 -0.9375 -3.0093
O -4.0474 0.1866 -2.0602
H -4.6404 0.5831 -2.8141
H 0.7997 -1.0059 1.3599
O -0.1459 2.4471 3.4859
H -0.0995 1.5394 3.1552
H 1.9924 -2.0936 -1.3796
O 1.4844 -1.4955 1.1780
H -1.9213 -2.0123 0.7572
O 2.4054 1.2730 2.1258
H 2.1697 2.0376 1.9990
H 1.6397 2.3215 -2.0376
O -1.4098 -0.0707 -1.0780
H -3.2773 2.1187 0.8441
H 4.8355 1.3930 -1.8566
O -1.2782 -1.5366 1.2633
H 4.6582 -0.9453 2.6630
H -1.1430 -1.9050 2.1897
O -2.8310 1.5277 3.8760
H -2.7027 0.1083 -3.5479
H -3.2789 0.8789 4.2750
O 0.9149 1.8727 -2.2481
H -2.3504 0.0188 -0.7963
H 1.1392 1.8904 -3.1796
O -2.2285 2.2618 -1.1790
H 2.8559 -3.6598 -3.4386
H 1.0032 -0.2124 -4.9514
O 4.8313 1.6829 -0.9188
H -2.7224 2.7886 -1.6924
H 5.5865 0.9310 -0.6387
O 1.9863 -3.7348 -3.0722
H 3.8543 -1.6426 3.8112
H -4.0377 -0.6740 -2.4759
O 1.0210 -1.1444 -4.4495
H -1.0976 0.7149 -0.4597
H 2.5409 0.8727 3.0030
O 1.6381 -1.2062 -1.2126
H 1.4400 -4.3740 -3.4225
H -0.8778 -0.9513 3.6386
O -2.2954 -0.7405 -3.7469
H 0.0952 -1.4795 -4.3650
H -1.1217 2.4471 3.7713
O -3.9776 1.7684 1.4550
H -3.9059 2.7603 1.6150
H 1.7240 -1.3708 0.0187
H -1.4105 1.9474 -1.5483
H 0.6335 -1.3772 -1.0922
*
```

Kohn-Sham gap in eV: 10.7
E_HOMO in eV: -13.440

These are the Mulliken partial charges, in e, on atoms 1 to 5: atom 1 (O): -0.67, atom 2 (H): 0.26, atom 3 (H): 0.36, atom 4 (O): -0.59, atom 5 (H): 0.39



Most stable: (i) (next structure +96.7 kcal/mol)